No. 1
Density functional theory data (ωB97M-V/def2-TZVPD) for a cluster of 13 separate species, C34H32BCl48N4O5 in total.

Summary:
total charge = +1
2S+1 = 1

Element x y z (Å)
C: 5.657 2.419 1.082
C: 6.627 2.642 -0.113
B: 5.844 3.154 -1.373
O: 5.642 4.438 -1.692
N: 5.281 2.100 -2.336
C: 4.081 1.646 -2.215
N: 3.328 2.189 -1.163
C: 2.621 1.167 -0.360
C: 2.492 3.309 -1.563
O: 2.685 4.386 -0.639
C: 2.176 5.568 -1.194
C: 0.818 5.974 -0.676
O: 2.810 6.193 -1.998
N: 3.656 0.642 -3.111
O: 3.977 -0.650 -2.659
C: 2.267 0.763 -3.543
C: 1.989 1.863 -4.605
C: 3.194 2.213 -5.466
O: 0.925 1.384 -5.421
C: -0.337 1.881 -5.007
C: -0.878 1.146 -3.803
C: -1.365 1.816 -2.688
C: -1.812 1.117 -1.573
C: -1.789 -0.269 -1.541
C: -1.332 -0.945 -2.670
C: -0.887 -0.249 -3.776
C: 6.196 1.637 -3.358
C: 6.551 2.482 -4.387
C: 7.439 2.076 -5.374
C: 7.916 0.770 -5.291
C: 7.495 0.027 -4.192
N: 6.677 0.412 -3.218
H: 6.176 2.479 2.035
H: 5.242 1.412 1.013
H: 4.810 3.104 1.027
H: 7.482 3.274 0.132
H: 7.034 1.662 -0.378
H: 6.134 5.022 -1.104
H: 3.147 0.219 -0.443
H: 1.566 1.078 -0.623
H: 2.706 1.466 0.684
H: 1.428 3.048 -1.550
H: 2.827 3.668 -2.540
H: 0.829 7.031 -0.424
H: 0.105 5.761 -1.474
H: 0.559 5.387 0.202
H: 3.270 -0.965 -2.074
H: 2.012 -0.177 -4.029
H: 1.562 0.889 -2.714
H: 1.630 2.772 -4.114
H: 3.942 1.420 -5.495
H: 3.695 3.097 -5.061
H: 2.899 2.423 -6.491
H: -1.021 1.698 -5.839
H: -0.341 2.965 -4.850
H: -1.390 2.901 -2.651
H: -2.185 1.623 -0.691
H: -2.125 -0.810 -0.667
H: -1.322 -2.028 -2.661
H: -0.525 -0.757 -4.664
H: 6.145 3.488 -4.411
H: 7.738 2.740 -6.172
H: 8.584 0.394 -6.041
H: 7.861 -0.991 -4.108
C: -4.248 -0.730 2.175
Cl: -5.789 -0.169 1.528
Cl: -3.004 0.502 1.891
Cl: -4.401 -1.011 3.905
Cl: -3.781 -2.235 1.370
C: -5.982 0.550 7.305
Cl: -5.018 1.937 6.786
Cl: -6.842 0.951 8.793
Cl: -7.145 0.130 6.048
Cl: -4.915 -0.833 7.594
C: -10.095 -3.069 7.062
Cl: -11.660 -2.445 7.589
Cl: -9.835 -4.675 7.743
Cl: -10.062 -3.160 5.296
Cl: -8.810 -1.989 7.615
C: -8.730 -6.926 10.854
Cl: -7.429 -7.179 9.688
Cl: -10.238 -7.582 10.210
Cl: -8.330 -7.742 12.371
Cl: -8.912 -5.195 11.144
C: -6.489 2.413 -1.409
Cl: -7.195 3.007 0.097
Cl: -7.191 0.843 -1.806
Cl: -6.821 3.555 -2.710
Cl: -4.732 2.243 -1.235
C: -3.405 -5.782 11.009
Cl: -4.782 -6.657 11.677
Cl: -2.256 -5.400 12.299
Cl: -2.617 -6.789 9.794
Cl: -3.967 -4.282 10.259
C: 6.885 -2.344 -8.148
Cl: 7.483 -4.002 -8.157
Cl: 7.522 -1.473 -9.543
Cl: 5.122 -2.344 -8.200
Cl: 7.419 -1.521 -6.662
C: -4.466 3.864 -6.375
Cl: -4.671 3.032 -7.916
Cl: -3.648 2.790 -5.223
Cl: -3.495 5.321 -6.613
Cl: -6.039 4.294 -5.716
C: -9.920 3.522 -5.778
Cl: -9.279 1.887 -5.585
Cl: -9.368 4.196 -7.314
Cl: -11.682 3.477 -5.753
Cl: -9.338 4.532 -4.445
C: 1.752 -6.774 8.976
Cl: 3.290 -6.872 9.839
Cl: 0.480 -6.246 10.076
Cl: 1.897 -5.618 7.645
Cl: 1.339 -8.366 8.326
C: 10.507 0.149 -1.368
Cl: 8.986 0.676 -2.119
Cl: 11.714 1.433 -1.491
Cl: 10.217 -0.230 0.332
Cl: 11.084 -1.290 -2.209
C: -3.907 -10.596 8.116
Cl: -3.631 -12.263 7.607
Cl: -2.355 -9.787 8.361
Cl: -4.822 -9.740 6.869
Cl: -4.819 -10.578 9.627

No. 2
Density functional theory data (ωB97M-V/def2-TZVPD) for a structure of composition C34H32IrN5OSbSe.

Summary:
total charge = +4
2S+1 = 6

Element x y z (Å)
Ir: 0.676 -0.558 -0.773
C: 0.630 -1.416 6.302
C: -0.501 -0.674 5.999
C: -0.739 -0.318 4.683
C: 0.200 -0.661 3.678
C: 1.309 -1.447 3.978
C: 1.537 -1.798 5.295
Sb: -0.382 -0.149 1.695
C: -1.262 1.758 1.892
C: -0.810 2.648 2.863
C: -1.399 3.900 2.964
C: -2.426 4.260 2.101
C: -2.864 3.375 1.123
C: -2.280 2.122 1.011
C: -1.986 -1.528 2.029
C: -1.655 -2.896 2.163
C: -2.660 -3.829 2.322
C: -3.988 -3.403 2.368
C: -4.310 -2.036 2.282
C: -3.312 -1.096 2.151
H: 0.820 -1.721 7.324
H: -1.201 -0.397 6.776
H: -1.634 0.236 4.426
H: 2.012 -1.740 3.209
H: 2.421 -2.359 5.565
H: -0.011 2.379 3.544
H: -1.058 4.593 3.722
H: -2.891 5.232 2.193
H: -3.665 3.660 0.454
H: -2.641 1.429 0.256
H: -0.621 -3.221 2.136
H: -2.419 -4.878 2.422
H: -4.783 -4.128 2.483
H: -5.346 -1.726 2.309
H: -3.564 -0.043 2.109
C: 3.742 -3.941 -1.833
C: 2.840 -2.884 -1.448
N: 2.116 -2.046 -1.149
H: 4.679 -3.847 -1.283
H: 3.937 -3.882 -2.904
H: 3.288 -4.907 -1.606
C: 2.319 2.810 -4.902
N: 3.181 2.581 -3.738
C: 2.844 2.033 -2.562
Se: 1.125 1.640 -2.014
N: 3.973 2.016 -1.766
C: 5.012 2.586 -2.412
C: 6.334 2.839 -2.017
C: 7.122 3.459 -2.938
C: 6.622 3.834 -4.236
C: 5.315 3.589 -4.636
C: 4.518 2.962 -3.709
H: 1.304 2.513 -4.660
H: 2.686 2.219 -5.740
H: 2.333 3.868 -5.154
H: 3.964 1.697 -0.808
H: 6.695 2.560 -1.037
H: 8.152 3.686 -2.695
H: 7.282 4.334 -4.934
H: 4.978 3.896 -5.617
N: -6.162 -2.119 -2.781
C: -5.354 -2.345 -1.742
O: -5.672 -2.822 -0.671
C: -3.895 -1.944 -1.874
C: -3.481 -0.674 -2.259
C: -2.152 -0.328 -2.100
N: -1.245 -1.181 -1.603
C: -1.631 -2.439 -1.314
C: -2.938 -2.849 -1.425
H: -7.133 -2.389 -2.701
H: -5.822 -1.847 -3.689
H: -4.181 0.057 -2.642
H: -1.801 0.663 -2.361
H: -0.862 -3.116 -0.963
H: -3.224 -3.852 -1.137

No. 3
Density functional theory data (ωB97M-V/def2-TZVPD) for a structure of composition C34H32N6O9P2PbS2.

Summary:
total charge = -2
energy relative to the best compared isomer or geometry (same formula, charge and spin) = 0.51 kcal per mole
2S+1 = 1

Element x y z (Å)
Pb: 0.060 0.079 0.253
C: -4.452 1.274 1.986
C: -3.378 0.823 1.009
N: -2.144 1.151 1.216
N: -2.006 1.995 2.317
C: -0.835 2.223 2.807
S: 0.729 1.619 2.416
S: -0.919 3.426 4.162
C: -0.210 2.392 5.500
C: -1.246 1.444 6.032
C: -2.189 1.876 6.966
C: -3.194 1.030 7.407
C: -3.273 -0.269 6.916
C: -2.333 -0.711 5.995
C: -1.328 0.141 5.551
C: -3.847 0.034 -0.153
C: -5.127 0.351 -0.636
C: -5.739 -0.328 -1.668
C: -5.071 -1.409 -2.246
C: -3.810 -1.749 -1.815
C: -3.128 -1.040 -0.779
O: -1.938 -1.417 -0.451
H: -4.062 1.247 3.000
H: -5.332 0.639 1.911
H: -4.726 2.313 1.785
H: 0.133 3.092 6.262
H: 0.638 1.872 5.060
H: -2.133 2.897 7.333
H: -3.916 1.382 8.136
H: -4.064 -0.931 7.249
H: -2.377 -1.725 5.618
H: -0.605 -0.205 4.817
H: -5.647 1.197 -0.201
H: -6.716 -0.026 -2.024
H: -5.540 -1.977 -3.041
H: -3.278 -2.580 -2.263
O: 5.232 -4.080 3.974
C: 5.530 -3.207 3.132
O: 6.640 -2.801 2.732
C: 4.310 -2.510 2.468
C: 4.488 -1.518 1.522
C: 3.381 -0.886 0.964
N: 2.135 -1.239 1.298
C: 1.947 -2.211 2.193
C: 3.016 -2.852 2.812
C: 0.538 -2.579 2.531
C: 0.257 -3.749 3.237
C: -1.050 -4.045 3.573
C: -2.058 -3.172 3.193
C: -1.703 -2.042 2.478
N: -0.445 -1.751 2.154
C: 3.555 0.249 0.006
C: 4.771 0.481 -0.637
C: 4.895 1.579 -1.467
C: 3.808 2.425 -1.648
C: 2.631 2.117 -0.987
N: 2.515 1.059 -0.191
H: 5.507 -1.255 1.274
H: 2.889 -3.605 3.576
H: 1.051 -4.428 3.512
H: -1.278 -4.949 4.122
H: -3.096 -3.362 3.435
H: -2.453 -1.345 2.132
H: 5.602 -0.196 -0.501
H: 5.834 1.774 -1.971
H: 3.868 3.291 -2.294
H: 1.733 2.720 -1.103
N: 1.240 0.571 -4.328
C: -0.192 -0.010 -4.204
C: -0.808 -0.252 -5.569
P: -1.027 1.426 -3.319
O: -2.591 1.063 -3.431
O: -0.705 2.576 -4.222
O: -0.572 1.513 -1.891
P: 0.226 -1.611 -3.317
O: -1.110 -2.154 -2.653
O: 0.702 -2.537 -4.378
O: 1.232 -1.118 -2.296
H: 1.152 1.597 -4.363
H: 1.750 0.197 -5.120
H: 1.680 0.217 -3.425
H: -0.991 0.687 -6.096
H: -1.761 -0.762 -5.430
H: -0.164 -0.910 -6.156
H: -2.854 0.450 -2.721
H: -1.388 -1.739 -1.798

No. 4
Density functional theory data (ωB97M-V/def2-TZVPD) for a structure of composition C34H33AgN2O2P2.

Summary:
total charge = 0
2S+1 = 1

Element x y z (Å)
Ag: -0.897 2.350 0.600
N: -1.004 3.215 2.994
C: -0.414 4.561 2.905
C: -0.690 5.263 1.523
O: -0.549 6.473 1.496
O: -1.021 4.520 0.560
H: -2.009 3.335 3.112
H: -0.662 2.766 3.842
H: 0.669 4.472 2.999
H: -0.769 5.235 3.695
C: -1.473 -1.414 0.637
N: -0.213 -1.796 1.182
C: 0.568 -0.643 1.550
P: 1.187 -0.047 -0.117
C: 1.608 1.724 0.073
C: 1.392 2.493 -1.077
C: 1.718 3.837 -1.095
C: 2.257 4.434 0.035
C: 2.478 3.676 1.174
C: 2.161 2.327 1.201
C: 2.874 -0.792 -0.090
C: 3.685 -0.796 1.042
C: 4.925 -1.402 1.014
C: 5.381 -1.994 -0.153
C: 4.595 -1.971 -1.292
C: 3.345 -1.377 -1.262
C: 0.344 -3.052 1.009
C: 1.519 -3.424 1.672
C: 2.061 -4.685 1.518
C: 1.451 -5.627 0.707
C: 0.270 -5.287 0.074
C: -0.276 -4.029 0.223
P: -1.576 0.188 -0.341
C: -3.413 0.073 -0.259
C: -4.135 -0.787 -1.081
C: -5.478 -1.009 -0.842
C: -6.109 -0.389 0.224
C: -5.401 0.482 1.035
C: -4.060 0.714 0.791
C: -1.387 -0.106 -2.123
C: -0.707 -1.164 -2.714
C: -0.626 -1.228 -4.098
C: -1.209 -0.247 -4.884
C: -1.859 0.827 -4.293
C: -1.942 0.899 -2.916
H: -2.165 -1.200 1.475
H: -1.929 -2.195 0.031
H: 1.347 -0.908 2.259
H: -0.093 0.111 2.007
H: 1.001 2.011 -1.967
H: 1.548 4.426 -1.983
H: 2.506 5.486 0.029
H: 2.902 4.141 2.053
H: 2.366 1.741 2.087
H: 3.347 -0.320 1.952
H: 5.537 -1.411 1.905
H: 6.359 -2.451 -0.175
H: 4.962 -2.422 -2.202
H: 2.729 -1.361 -2.152
H: 2.028 -2.736 2.327
H: 2.970 -4.927 2.050
H: 1.887 -6.605 0.569
H: -0.247 -6.002 -0.551
H: -1.199 -3.827 -0.296
H: -3.639 -1.289 -1.901
H: -6.038 -1.672 -1.484
H: -7.151 -0.585 0.424
H: -5.902 0.976 1.853
H: -3.484 1.391 1.423
H: -0.255 -1.940 -2.108
H: -0.102 -2.048 -4.568
H: -1.150 -0.313 -5.962
H: -2.293 1.603 -4.907
H: -2.449 1.731 -2.435

DFT total energy: -24023.64316 -4408.32379 -3992.90701 -2405.08890 (Eh)
Molecular weight: 2289.2 919.6 1001.9 671.5 (g mol⁻¹)